DFT (ωB97M-V/def2-TZVPD) results for a 11-piece molecular cluster, C57H155N23O11P6 overall in a non-equilibrium geometry.

Summary:
- ΔE to the lowest compared entry with this formula, charge and spin (kcal per mole) = 0.0
- net charge = 0
- Kohn-Sham gap (eV) = 8.61
- SMILES = CN(C)P(=O)(N(C)C)N(C)C.CN(C)P(=O)(N(C)C)N(C)C.CN(C)P(=O)(N(C)C)N(C)C.CN(C)P(=O)(N(C)C)N(C)C.CN(C)P(=O)(N(C)C)N(C)C.CN(C)P(=O)(N(C)C)N(C)C.CC1(C)CCCC(C)(C)N1O.CN(C)C=O.CN(C)C=O.CN(C)C=O.CN(C)C=O

```
252
Properties=species:S:1:pos:R:3:forces:R:3
C 24.932763 -15.622086 -5.332812 0.46 0.25 0.00
O 24.908267 -16.825636 -5.192123 -0.28 -0.23 -0.18
N 25.017824 -14.949500 -6.505956 -0.90 -0.21 0.74
C 25.278083 -13.518099 -6.518002 0.31 -0.23 -1.03
C 25.035814 -15.644999 -7.777501 1.04 0.28 -0.18
H 24.945583 -14.934963 -4.470944 -0.09 0.02 0.06
H 24.973799 -12.969471 -5.631423 -0.06 -0.40 0.24
H 24.759497 -13.081596 -7.373692 -0.12 0.05 0.06
H 26.343185 -13.360762 -6.708315 0.07 0.21 0.16
H 24.301092 -15.233666 -8.469473 0.01 0.08 0.01
H 26.045878 -15.510565 -8.179047 -0.15 0.03 -0.48
H 24.905773 -16.721083 -7.716125 -0.24 0.08 0.63
C 20.910380 -14.881509 -14.963937 0.45 -1.40 -0.20
O 19.963780 -15.640368 -15.096480 -0.16 0.42 0.11
N 21.394177 -14.072903 -15.915672 0.76 1.23 -0.69
C 22.584969 -13.260932 -15.702564 0.20 -0.07 0.46
C 20.837901 -13.905009 -17.243951 -0.95 0.06 0.12
H 21.603939 -14.918443 -14.113436 -0.42 0.25 0.34
H 22.413248 -12.179382 -15.732915 -0.36 -0.02 -0.56
H 23.316678 -13.552206 -16.457316 0.20 0.24 0.06
H 23.002387 -13.365178 -14.700783 -0.16 -0.63 -0.04
H 20.165717 -13.040708 -17.250067 0.08 0.11 -0.12
H 21.621687 -13.734962 -17.978920 0.15 -0.08 0.11
H 20.229604 -14.750400 -17.560017 0.17 -0.21 0.27
C 26.948489 -19.669835 -5.608984 -0.43 0.11 0.59
O 27.987482 -19.732691 -4.983001 0.04 -0.04 -0.19
N 26.783487 -19.961427 -6.920086 0.20 -1.17 0.29
C 25.463254 -19.990274 -7.523595 0.74 0.21 -0.38
C 27.860076 -20.672235 -7.569204 0.52 0.95 -1.35
H 26.002305 -19.366487 -5.137589 0.00 0.25 0.04
H 25.625218 -19.614877 -8.537724 -0.56 0.31 0.00
H 24.811398 -19.355654 -6.926958 -0.17 0.06 -0.26
H 25.029234 -20.987028 -7.641701 0.11 -0.13 0.34
H 28.758093 -20.581165 -6.965947 -0.13 -0.39 0.22
H 27.647924 -21.691495 -7.901431 -0.27 -0.17 0.66
H 28.109443 -20.165102 -8.512504 -0.09 0.13 0.01
C 27.081264 -24.907669 -11.735685 -0.04 0.87 -0.22
O 27.547964 -25.350388 -12.760066 0.06 -0.51 -0.22
N 26.046276 -24.021850 -11.704418 -0.32 -0.11 -0.19
C 25.659625 -23.281597 -10.500808 0.65 -1.34 -0.70
C 25.374028 -23.684403 -12.942112 -0.01 0.50 -0.13
H 27.520126 -25.149046 -10.758191 -0.16 0.07 0.24
H 24.686059 -23.635786 -10.162993 -0.04 0.23 0.23
H 25.646018 -22.209842 -10.692386 0.08 0.04 0.09
H 26.453392 -23.574500 -9.813763 -0.35 0.50 0.62
H 25.684956 -22.683479 -13.259634 -0.07 0.03 -0.09
H 25.614295 -24.371842 -13.747595 0.16 -0.16 0.22
H 24.290332 -23.664173 -12.810130 -0.01 -0.06 0.16
O 30.145519 -14.876136 -14.056414 0.29 -0.30 0.55
P 30.779686 -16.196974 -13.818689 1.05 -0.72 -0.37
N 30.051129 -17.490554 -14.613131 0.92 -0.17 1.35
C 30.003617 -17.459735 -16.065112 -0.13 0.85 0.91
C 28.948945 -18.155175 -13.947150 -1.11 0.52 -0.34
N 30.918949 -16.620066 -12.185680 -0.69 0.36 -1.35
C 31.690056 -17.759590 -11.748889 0.51 -0.36 -0.20
C 30.331656 -15.846346 -11.111222 0.37 -0.12 0.34
N 32.350823 -16.281398 -14.436026 -1.78 0.81 -0.08
C 33.109020 -15.009533 -14.506688 0.11 -1.94 0.58
C 33.062741 -17.494058 -14.764028 0.59 0.64 -0.28
H 30.793807 -16.779057 -16.384403 0.15 -0.37 -0.35
H 29.069484 -16.965256 -16.338519 -0.03 -0.47 -0.50
H 30.119655 -18.481025 -16.428246 -0.10 0.17 -0.42
H 29.215323 -18.552496 -12.969800 0.08 -0.03 -0.05
H 28.502324 -18.938488 -14.566419 0.60 -0.31 -0.05
H 28.089351 -17.475215 -13.833633 0.10 0.09 0.38
H 32.034624 -18.443782 -12.525259 -0.56 0.28 -0.44
H 32.651065 -17.462132 -11.313421 -0.29 0.11 0.60
H 31.074082 -18.370790 -11.084894 0.28 0.07 0.36
H 29.619245 -15.110827 -11.477345 -0.03 -0.12 -0.12
H 29.888180 -16.535470 -10.383112 -0.34 0.06 -0.07
H 31.090707 -15.310674 -10.528770 0.10 0.10 -0.16
H 33.645878 -15.023005 -15.454547 -0.04 0.54 -0.09
H 32.438368 -14.173447 -14.348976 0.04 0.10 -0.29
H 33.833574 -15.080010 -13.688861 0.27 0.54 -0.09
H 32.503438 -18.398380 -14.549949 -0.06 0.10 0.21
H 34.015229 -17.455634 -14.222280 0.01 -0.50 0.04
H 33.311230 -17.528116 -15.832841 0.01 0.05 -0.03
O 18.125453 -20.505032 -14.044221 0.26 -0.26 0.08
P 19.354989 -21.288612 -14.278366 1.70 -0.22 -0.45
N 20.766187 -20.411478 -13.987867 -0.85 0.04 0.18
C 22.066715 -20.903816 -13.501022 -1.23 -0.10 -1.27
C 20.759440 -18.964197 -14.249015 0.16 -0.62 -0.16
N 19.601213 -21.879801 -15.863196 0.20 0.06 0.61
C 18.616388 -22.808118 -16.367457 -1.18 0.53 -0.15
C 20.283960 -21.080651 -16.871606 -1.38 0.12 -0.24
N 19.495635 -22.682022 -13.358100 -0.14 0.67 -0.72
C 18.634524 -22.855672 -12.205538 -0.77 -0.48 -0.40
C 20.347298 -23.791321 -13.722575 0.29 -0.71 0.93
H 21.974736 -21.861251 -13.000024 -0.08 0.25 0.50
H 22.466594 -20.095805 -12.894714 0.41 -0.40 0.27
H 22.675208 -21.107794 -14.390109 0.54 0.26 0.20
H 20.452326 -18.419196 -13.356089 0.04 0.27 -0.15
H 20.118669 -18.715205 -15.093326 -0.20 0.14 0.21
H 21.777693 -18.697524 -14.544972 -0.04 0.29 0.07
H 18.916263 -23.391044 -17.242251 0.71 -0.25 0.41
H 18.270904 -23.418120 -15.531863 0.08 -0.36 -0.27
H 17.715882 -22.307917 -16.759295 0.01 0.26 0.26
H 20.613442 -21.742063 -17.676465 0.88 -0.04 0.38
H 19.587888 -20.435102 -17.430944 -0.17 0.22 0.35
H 20.992902 -20.425627 -16.376814 0.53 -0.33 -0.39
H 17.934157 -23.678768 -12.404007 0.17 -0.19 0.12
H 19.178131 -23.094650 -11.290543 0.08 0.28 0.04
H 17.974375 -21.995804 -12.106261 0.37 0.21 0.25
H 21.352077 -23.735773 -13.284418 0.10 0.30 -0.18
H 20.452061 -23.964812 -14.789661 -0.15 0.17 -0.03
H 19.964767 -24.693293 -13.233193 -0.33 -0.05 -0.36
O 20.595971 -20.093139 -7.842893 -0.15 0.40 0.69
P 19.764271 -18.872403 -7.943009 -0.61 1.08 -0.52
N 18.368769 -18.800096 -6.986243 0.72 -0.78 -0.67
C 18.609290 -19.091762 -5.570502 -0.10 -0.56 -0.81
C 17.192105 -17.987326 -7.255332 0.32 0.20 -0.17
N 19.133007 -18.629803 -9.478191 0.34 1.14 0.34
C 19.979216 -17.920967 -10.447633 -0.27 -0.54 -0.53
C 18.323935 -19.697783 -10.085001 0.74 0.37 0.61
N 20.625822 -17.457307 -7.581245 -0.85 -1.26 -0.36
C 19.962880 -16.144252 -7.566287 0.68 -1.09 0.24
C 22.045287 -17.505546 -7.294653 -0.05 0.77 -0.01
H 18.331352 -18.206885 -4.996112 0.20 -0.21 0.42
H 19.647108 -19.406235 -5.446365 0.11 0.50 0.18
H 18.064024 -19.994541 -5.279391 -0.43 0.34 0.25
H 16.278239 -18.445427 -6.874626 0.13 -0.04 0.40
H 16.988366 -17.829168 -8.313668 0.47 -0.15 -0.08
H 17.366059 -17.001845 -6.812779 -0.53 0.12 0.15
H 19.326231 -17.458665 -11.190410 0.03 0.07 -0.06
H 20.632345 -17.149203 -10.046455 -0.23 -0.05 0.45
H 20.630436 -18.617672 -10.989154 0.05 -0.10 -0.03
H 17.446201 -19.879980 -9.466314 -0.06 -0.09 -0.08
H 18.032534 -19.361222 -11.077861 -0.09 -0.26 -0.08
H 18.946051 -20.596975 -10.113270 -0.31 -0.20 -0.36
H 19.564018 -15.960470 -6.565589 0.00 0.39 -0.01
H 20.757415 -15.443933 -7.819741 -0.34 0.44 0.02
H 19.150761 -16.097654 -8.290469 0.07 0.05 -0.10
H 22.281877 -16.632954 -6.678700 0.09 -0.17 0.22
H 22.653614 -17.383278 -8.200394 0.06 -0.35 -0.03
H 22.306572 -18.403129 -6.740128 0.11 -0.03 -0.19
O 27.100490 -8.249896 -14.704610 0.09 0.22 -0.56
P 28.288650 -9.035388 -15.094664 1.00 0.27 0.35
N 29.437224 -8.180775 -16.008231 -0.50 0.32 0.21
C 29.141780 -6.890269 -16.652142 0.44 -0.16 0.75
C 30.761344 -8.690759 -16.333363 -0.23 -0.41 0.68
N 27.862825 -10.398694 -15.943978 0.00 -0.39 0.28
C 26.616932 -10.317114 -16.725280 0.36 -0.36 0.71
C 28.870344 -11.384730 -16.365034 -0.85 0.57 0.83
N 29.202217 -9.578123 -13.756527 -0.06 -0.68 -0.54
C 28.567298 -10.620411 -12.921974 0.31 0.71 -0.54
C 29.728152 -8.542793 -12.888836 0.50 0.84 -0.12
H 29.377747 -6.078699 -15.956737 -0.32 0.13 0.01
H 28.113788 -6.805861 -16.993862 0.02 0.00 -0.02
H 29.856281 -6.761794 -17.464545 -0.32 -0.11 -0.33
H 31.538978 -7.924974 -16.274398 -0.22 0.25 -0.03
H 30.781564 -9.129729 -17.334501 0.16 -0.11 0.03
H 31.024957 -9.419435 -15.564090 0.09 -0.24 -0.33
H 25.784572 -10.197725 -16.032556 -0.02 0.71 -0.16
H 26.724345 -9.521463 -17.460857 -0.60 -0.01 -0.18
H 26.378144 -11.272116 -17.195708 0.55 -0.01 -0.27
H 28.364017 -12.348783 -16.310653 0.35 -0.22 -0.35
H 29.277691 -11.164582 -17.353313 0.07 -0.20 -0.05
H 29.639539 -11.371392 -15.593306 0.26 -0.19 -0.29
H 29.319100 -11.148434 -12.333004 0.10 0.12 -0.01
H 27.911085 -10.050574 -12.256131 -0.52 -0.76 0.15
H 28.087360 -11.349003 -13.572600 -0.38 0.09 0.27
H 30.397210 -8.937237 -12.121006 0.01 -0.39 -0.20
H 28.966792 -7.973693 -12.340162 -0.27 -0.11 -0.19
H 30.315025 -7.823316 -13.464127 -0.08 -0.01 -0.04
O 24.769526 -16.292082 -19.249064 -0.11 -0.13 0.05
P 26.235336 -16.365836 -19.360442 1.42 0.94 -0.14
N 26.982186 -17.750987 -18.727300 0.28 -0.04 -0.71
C 26.959174 -18.916693 -19.624253 -0.56 0.26 0.19
C 26.769860 -18.109727 -17.332641 -0.28 1.31 0.55
N 27.021477 -15.074552 -18.570580 -1.21 -1.91 -0.24
C 26.127591 -14.167980 -17.828054 1.01 0.62 -1.43
C 28.419919 -15.141385 -18.241868 0.39 1.38 0.72
N 26.737233 -16.245502 -20.969455 0.11 -0.56 0.10
C 25.948305 -16.875825 -22.042023 -0.55 -0.23 0.96
C 28.129906 -16.009445 -21.353993 -0.73 0.55 -0.13
H 27.334960 -18.689333 -20.619737 0.12 0.18 0.10
H 25.910932 -19.219196 -19.733037 0.14 -0.53 -0.09
H 27.559454 -19.727605 -19.214935 -0.07 0.00 0.12
H 25.866068 -18.690321 -17.131131 0.14 -0.43 -0.30
H 26.606122 -17.201098 -16.740273 -0.01 0.20 -0.22
H 27.666481 -18.516406 -16.870342 -0.08 -0.62 -0.30
H 25.985883 -13.314390 -18.501612 -0.53 0.16 0.26
H 25.179346 -14.666973 -17.655251 0.00 0.20 0.39
H 26.643234 -13.741925 -16.966264 -0.19 -0.52 0.39
H 28.569219 -15.092350 -17.154360 -0.03 -0.53 0.02
H 28.923327 -15.990632 -18.690806 -0.13 -0.14 0.19
H 28.947122 -14.226661 -18.555821 -0.06 -0.09 -0.40
H 25.373414 -17.738423 -21.691918 -0.05 0.14 0.22
H 25.216051 -16.149837 -22.391936 0.16 -0.10 -0.57
H 26.603324 -17.297048 -22.802196 0.03 0.44 -0.24
H 28.698363 -16.942882 -21.369178 0.43 0.18 0.37
H 28.517714 -15.186817 -20.757369 0.44 -0.48 0.31
H 28.177907 -15.598413 -22.365972 -0.31 -0.17 -0.10
O 22.178207 -13.311985 -12.487507 -0.57 0.62 -0.21
P 21.678659 -12.063848 -11.849485 0.49 0.44 0.00
N 22.749812 -10.818769 -12.101488 1.05 0.02 -0.11
C 24.052816 -11.019577 -12.728581 0.19 1.00 -0.39
C 22.683034 -9.577580 -11.343115 -1.33 -0.28 0.39
N 21.524706 -12.223667 -10.165830 -0.86 -0.31 -0.49
C 22.746971 -12.489759 -9.409293 0.04 0.61 -0.66
C 20.464776 -13.221216 -9.885559 0.24 0.71 -0.04
N 20.205507 -11.420743 -12.407962 0.32 -1.46 1.48
C 19.433786 -10.499201 -11.608987 0.08 0.49 0.71
C 20.026936 -11.316973 -13.823080 1.09 0.25 -1.28
H 24.838209 -11.155119 -11.980181 0.10 -0.51 -0.09
H 24.351289 -10.101816 -13.251294 -0.23 0.22 0.19
H 24.063614 -11.734416 -13.547362 -0.14 -0.59 0.54
H 22.558871 -8.706352 -11.986974 0.46 0.05 -0.08
H 23.480133 -9.449249 -10.606935 0.40 -0.02 -0.35
H 21.779399 -9.609895 -10.731573 0.01 0.03 0.02
H 23.539075 -11.853683 -9.811105 0.14 -0.17 0.00
H 22.615729 -12.187257 -8.369924 -0.17 -0.23 0.08
H 23.047570 -13.536068 -9.496629 0.09 -0.04 0.14
H 20.323866 -13.306028 -8.808266 -0.09 0.07 -0.01
H 19.576132 -12.809887 -10.361286 -0.30 -0.55 0.21
H 20.705531 -14.205135 -10.300742 -0.03 -0.02 0.00
H 19.878800 -9.496780 -11.608737 -0.42 0.18 -0.38
H 18.389216 -10.484179 -11.922656 0.11 0.15 -0.31
H 19.402026 -10.752116 -10.546801 0.21 -0.36 -0.13
H 20.563918 -10.458743 -14.264945 -0.27 0.33 0.31
H 18.985086 -11.248537 -14.132628 -0.07 -0.19 0.25
H 20.521153 -12.139963 -14.345835 -0.43 -0.34 0.27
C 24.462423 -17.612734 -10.723923 -1.71 0.69 0.47
C 25.402703 -17.674640 -11.919801 0.01 -0.66 0.25
C 24.552172 -17.727295 -13.218268 -1.46 1.06 0.27
C 23.955017 -16.348699 -13.571242 1.83 -0.52 -0.34
C 25.142322 -15.394268 -13.663152 -1.67 0.97 0.42
C 25.942867 -15.230693 -12.380666 0.50 0.31 -0.01
N 26.345615 -16.558662 -11.902041 0.30 0.15 -1.30
O 27.048680 -16.462314 -10.660447 -0.15 -0.16 -0.58
C 27.164751 -14.387303 -12.859418 -1.33 0.75 0.36
C 25.168550 -14.393305 -11.333746 1.13 -0.25 0.18
C 26.135962 -19.015837 -11.871283 -0.11 -0.91 0.18
H 24.881127 -17.376358 -9.745755 0.62 -0.42 -0.26
H 23.782803 -18.464543 -10.623534 0.48 -0.40 -0.04
H 23.728089 -16.805073 -10.841443 0.17 0.13 -0.28
H 25.061093 -18.158613 -14.080100 0.35 0.08 0.10
H 23.662416 -18.333880 -13.024238 0.44 -0.53 0.18
H 23.243293 -16.001958 -12.822340 -0.02 -0.02 0.00
H 23.477945 -16.320985 -14.552421 -0.25 -0.38 0.10
H 24.617001 -14.440111 -13.799805 0.70 0.30 -0.30
H 25.805974 -15.570767 -14.509651 -0.15 -0.30 -0.10
H 27.664525 -14.772421 -13.743328 0.29 -0.27 0.27
H 26.616437 -13.488551 -13.168134 0.41 0.20 -0.35
H 27.848699 -13.995477 -12.105453 0.14 -0.54 0.15
H 25.794489 -14.391913 -10.436428 -0.29 -0.25 0.22
H 25.149061 -13.341472 -11.613739 -0.47 -0.12 -0.33
H 24.180909 -14.792003 -11.124628 -0.08 0.22 -0.01
H 26.874340 -19.230091 -12.646517 0.10 0.65 -0.05
H 25.381618 -19.790818 -12.050251 -0.10 0.01 0.23
H 26.582112 -19.243039 -10.900796 0.08 0.23 0.03
H 27.944071 -16.396830 -11.015206 0.09 -0.09 0.47
```
Positions in Å, forces in eV/Å.